Computed, not measured: an isolated molecule of CH2F3P in a non-equilibrium geometry, with wB97M-V/def2-TZVPD.

Structure (XYZ):
```
7
Properties=species:S:1:pos:R:3:mulliken_charge:R:1
F 1.917 0.348 -0.408 -0.312
P 0.269 0.059 -0.456 0.388
C 0.096 -1.145 -2.217 0.142
F 0.237 -0.565 -3.371 -0.134
F -1.167 -1.593 -2.178 -0.164
H 0.428 -1.004 0.391 0.045
H 0.200 1.090 0.525 0.035
```

As for the total energy: -680.14676 a.u. Its highest occupied orbital energy is -9.06 eV. The energy above the lowest of the compared OMol25 structures with the same formula, charge and spin comes out at 94.0 kcal per mole. As for the SMILES: F[PH2]=C(F)F.

Computed, not measured: a cluster of 2 separate species, CH2FIO in total in a non-equilibrium geometry, with wB97M-V/def2-TZVPD.

Structure (XYZ):
```
6
Properties=species:S:1:pos:R:3:mulliken_spin:R:1
C -0.231 0.437 -0.454 0.842
O 1.043 -1.106 0.369 1.038
F 0.158 1.436 0.288 0.042
I -2.116 -0.283 -0.050 0.110
H 0.145 0.442 -1.465 -0.008
H 1.002 -0.925 1.310 -0.025
```

As for the total energy: -511.90457 a.u. Its expectation value of S² is 2.0089. Its highest occupied orbital energy (spin up / spin down) is -7.25 / -10.08 eV. The energy above the lowest of the compared OMol25 structures with the same formula, charge and spin comes out at 6.1 kcal per mole. Its spin multiplicity is 3.

Computed, not measured: a cluster of 2 separate species, CH2FNO in total in a non-equilibrium geometry, with wB97M-V/def2-TZVPD.

Structure (XYZ):
```
6
Properties=species:S:1:pos:R:3:mulliken_charge:R:1
O -1.535 -0.255 -0.720 -0.536
N -0.452 -0.739 -0.599 0.464
C 0.685 -0.707 -0.235 0.276
F 1.779 -1.381 -0.041 -0.155
H -0.195 1.230 0.597 -0.223
H -0.282 1.853 0.999 0.174
```

As for the total energy: -268.96668 a.u. Its highest occupied orbital energy is -10.19 eV. The energy above the lowest of the compared OMol25 structures with the same formula, charge and spin comes out at 138.4 kcal per mole. As for the SMILES: [O-][N+]#CF.[H][H].

Computed, not measured: a cluster of 2 separate species, CH2FNO in total in a non-equilibrium geometry, with wB97M-V/def2-TZVPD.

Structure (XYZ):
```
6
Properties=species:S:1:pos:R:3:mulliken_spin:R:1
C -0.874 0.190 -0.711 0.008
N 1.658 0.202 1.101 1.809
O -0.193 -0.398 0.085 0.037
F 1.836 -0.935 1.720 0.142
H -1.929 -0.078 -0.873 0.006
H -0.498 1.020 -1.323 -0.002
```

As for the total energy: -268.96330 a.u. Its expectation value of S² is 2.0066. Its highest occupied orbital energy (spin up / spin down) is -9.37 / -10.44 eV. The energy above the lowest of the compared OMol25 structures with the same formula, charge and spin comes out at 41.1 kcal per mole. Its spin multiplicity is 3.

Q: What is the formula in the second record?
A: CH2FIO